[1]
{
  "formula": "C56H28I4N5O8SV",
  "method": "wB97M-V/def2-TZVPD",
  "symbols": ["I", "I", "I", "I", "V", "S", "O", "O", "O", "O", "O", "O", "O", "O", "N", "N", "N", "N", "N", "C", "C", "C", "C", "C", "C", "C", "C", "C", "C", "C", "C", "C", "C", "C", "C", "C", "C", "C", "C", "C", "C", "C", "C", "C", "C", "C", "C", "C", "C", "C", "C", "C", "C", "C", "C", "C", "C", "C", "C", "C", "C", "C", "C", "C", "C", "C", "C", "C", "C", "C", "C", "C", "C", "C", "C", "H", "H", "H", "H", "H", "H", "H", "H", "H", "H", "H", "H", "H", "H", "H", "H", "H", "H", "H", "H", "H", "H", "H", "H", "H", "H", "H", "H"],
  "xyz": [[7.703, -3.843, 4.458], [-6.516, 6.695, -3.625], [4.502, 0.200, -8.175], [-4.834, 0.532, 8.830], [-0.170, 0.608, 0.357], [-0.156, -4.364, -0.235], [-5.596, -2.441, 0.814], [-3.433, 0.160, -2.477], [-0.035, -1.396, -2.471], [-3.043, -1.416, 1.956], [-5.462, -1.991, -2.107], [-1.318, -5.282, -0.386], [-1.618, -0.061, -0.147], [1.676, -2.143, 1.163], [-1.329, 2.079, 1.264], [1.696, -0.063, -0.183], [-0.504, -2.833, -0.730], [0.553, 0.273, 2.333], [0.043, 1.915, -1.185], [0.443, 2.687, -3.312], [5.879, -1.601, 3.569], [4.737, -1.038, 3.022], [0.598, 0.227, 4.627], [-2.008, 3.239, -0.776], [3.676, 0.452, -6.271], [-3.324, 3.238, 1.343], [-0.120, 0.611, 3.498], [3.459, -1.613, -0.436], [-0.927, 2.843, -1.550], [-3.558, -0.571, -1.503], [1.623, -3.592, -3.663], [2.491, -1.231, 1.926], [-2.171, 1.111, 4.804], [-1.925, 1.932, 2.506], [0.902, -3.598, -2.480], [-4.703, -1.559, -1.282], [0.853, 1.797, -2.284], [1.606, -5.848, -1.980], [2.343, -4.733, -3.998], [1.838, 0.179, -4.760], [-2.991, -0.008, 4.947], [2.393, -1.132, 0.469], [-3.884, 3.480, -2.394], [2.382, 0.013, -6.024], [-0.670, 3.326, -2.860], [4.428, 1.052, -5.276], [-4.872, 4.227, -3.019], [2.331, -5.852, -3.167], [-4.217, 6.165, -1.737], [-3.689, 0.780, 7.097], [-2.793, -0.678, -0.311], [-3.057, 4.065, -1.436], [3.841, -3.222, 2.597], [-3.403, -1.342, 0.790], [5.988, -2.983, 3.628], [3.866, 1.218, -4.016], [-3.171, 2.648, 2.545], [-2.881, 1.897, 6.973], [1.763, -0.376, 4.162], [-5.029, 5.564, -2.685], [1.685, -0.359, 2.778], [1.948, 0.925, -2.401], [2.574, 0.785, -3.741], [-2.125, 2.057, 5.820], [-2.182, 2.872, 0.544], [3.712, -1.841, 2.534], [-3.233, 5.408, -1.117], [2.301, 0.069, -1.399], [3.393, -0.898, -1.550], [0.048, -2.491, -1.900], [4.978, -3.799, 3.146], [-1.383, 1.249, 3.549], [-3.755, -0.175, 6.092], [-4.699, -1.910, 0.216], [0.903, -4.701, -1.660], [-3.039, -0.730, 4.137], [-1.490, 2.928, 5.703], [4.638, 0.039, 2.975], [0.934, 2.799, -4.264], [-3.837, 2.678, 3.392], [3.999, -0.995, -2.436], [0.283, 0.371, 5.647], [-4.345, 7.210, -1.486], [-4.145, 3.847, 1.001], [-2.589, 5.864, -0.375], [1.621, -2.710, -4.291], [2.541, -0.842, 4.744], [2.893, -6.734, -3.452], [0.845, -0.189, -4.526], [6.674, -0.971, 3.943], [-1.267, 4.063, -3.372], [1.807, -0.468, -6.804], [-3.750, 2.429, -2.634], [-5.514, 3.763, -3.754], [5.071, -4.876, 3.196], [1.585, -6.718, -1.335], [3.041, -3.838, 2.207], [2.918, -4.758, -4.917], [-4.397, -1.039, 6.193], [5.435, 1.391, -5.476], [4.118, -2.432, -0.196], [-2.841, 2.636, 7.762], [4.441, 1.693, -3.229]],
  "mulliken_charge": [0.031, 0.026, 0.021, 0.025, -0.427, 0.380, -0.615, -0.805, -0.472, -0.766, -0.611, -0.748, 1.705, -0.581, -0.022, 0.313, 0.110, 1.286, 1.185, -1.524, -0.822, -0.203, -1.504, 1.173, -0.116, -1.361, -0.635, -1.559, -0.010, 0.523, -0.055, 0.851, -0.889, 0.438, -0.053, 0.276, 0.244, -0.613, -0.753, -0.262, -0.135, 1.202, -0.067, -0.554, -1.608, -0.658, -0.810, -0.360, -0.669, 0.040, -0.445, -0.843, 0.074, 0.577, 0.006, -0.102, -1.567, -0.634, -1.409, -0.016, 0.132, 0.504, -0.587, 0.075, 0.909, -0.576, -0.045, 0.461, -1.363, -0.292, -0.694, 1.008, -0.753, 0.265, 0.193, 0.745, 0.496, 0.523, 0.541, 0.497, 0.445, 0.498, 0.365, 0.498, 0.467, 0.479, 0.510, 0.359, 0.764, 0.364, 0.499, 0.409, 0.689, 0.421, 0.387, 0.400, 0.530, 0.396, 0.412, 0.376, 0.644, 0.383, 0.461],
  "relative_energy_ev": 1.3544,
  "e_lumo_ev": [2.852, 2.693],
  "charge": -2,
  "homo_energy_ev": [-1.75, -2.88],
  "spin_multiplicity": 3,
  "s_squared": 2.140,
  "total_energy_ha": -5559.63440,
  "homo_lumo_gap_ev": [4.605, 5.569]
}

[2]
{
  "formula": "C4H9NOS",
  "method": "wB97M-V/def2-TZVPD",
  "symbols": ["S", "O", "N", "C", "C", "C", "C", "H", "H", "H", "H", "H", "H", "H", "H", "H"],
  "xyz": [[-0.955, 0.576, 0.222], [-1.959, 1.347, -0.481], [-0.028, 1.373, 1.214], [-2.168, -2.021, 0.357], [1.584, 0.753, -0.520], [1.365, 1.107, 1.012], [0.283, 0.041, -1.043], [2.213, 1.766, 1.310], [-0.060, 0.186, -2.104], [0.375, -1.005, -1.017], [2.518, 0.191, -0.523], [-1.574, -1.997, -0.573], [1.759, 1.671, -1.022], [-1.751, -2.616, 1.210], [-3.115, -1.565, 0.372], [1.513, 0.193, 1.586]],
  "mulliken_charge": [0.687, -0.582, -0.448, -0.869, -0.694, -0.450, -0.538, 0.327, 0.392, 0.315, 0.355, 0.275, 0.295, 0.288, 0.360, 0.288],
  "relative_energy_ev": 5.9377,
  "e_lumo_ev": [-0.044, -1.351],
  "homo_energy_ev": [-8.86, -8.65],
  "total_energy_ha": -685.80074,
  "homo_lumo_gap_ev": [8.812, 7.297]
}

[3]
{
  "formula": "C38H36N6O2SiTi",
  "method": "wB97M-V/def2-TZVPD",
  "symbols": ["Ti", "Si", "O", "O", "N", "N", "N", "N", "N", "N", "C", "C", "C", "C", "C", "C", "C", "C", "C", "C", "C", "C", "C", "C", "C", "C", "C", "C", "C", "C", "C", "C", "C", "C", "C", "C", "C", "C", "C", "C", "C", "C", "C", "C", "C", "C", "C", "C", "H", "H", "H", "H", "H", "H", "H", "H", "H", "H", "H", "H", "H", "H", "H", "H", "H", "H", "H", "H", "H", "H", "H", "H", "H", "H", "H", "H", "H", "H", "H", "H", "H", "H", "H", "H"],
  "xyz": [[0.333, 0.124, 0.390], [3.154, 2.739, 3.722], [-0.901, -1.136, 1.074], [-2.363, 0.740, -1.344], [1.817, 0.257, -0.989], [1.667, -1.591, 0.823], [-0.356, 1.827, -1.675], [-1.113, 0.246, -3.226], [-0.601, -1.565, -1.931], [-0.856, 1.536, 1.018], [-1.797, 0.908, -4.284], [3.252, 4.393, 2.861], [-1.371, 0.944, -1.991], [-0.644, 2.996, -0.878], [-1.337, 2.022, -4.855], [-1.046, -1.129, -3.114], [-2.257, -2.752, 2.104], [-0.921, 5.370, -0.686], [-1.224, -3.341, -3.969], [1.413, -2.718, 1.368], [0.112, -3.143, 1.824], [0.841, 1.864, -2.479], [4.867, 2.120, 4.137], [-0.490, -2.880, -1.759], [-1.159, 5.216, 0.675], [-2.381, -3.984, 2.704], [1.871, 1.112, -2.035], [-0.884, 2.822, 0.481], [-1.271, -4.824, 2.872], [-3.093, 1.493, 1.942], [-3.979, 1.237, 2.974], [-3.511, 0.794, 4.207], [-0.666, 4.252, -1.462], [-1.143, 3.962, 1.253], [-2.150, 0.613, 4.391], [2.127, 2.870, 5.276], [-0.020, 2.647, -4.732], [1.609, 0.952, 1.816], [-1.363, -1.982, -4.171], [-1.005, -2.311, 1.649], [2.317, 1.579, 2.588], [3.033, -1.297, 0.414], [-1.721, 1.314, 2.128], [0.913, 2.518, -3.774], [-0.041, -4.397, 2.433], [-1.255, 0.875, 3.361], [-0.783, -3.811, -2.740], [2.932, -0.688, -0.965], [-1.698, -1.582, -5.118], [5.380, 2.799, 4.823], [3.870, -0.191, -1.230], [4.817, 1.136, 4.609], [2.791, 1.136, -2.617], [2.251, 4.724, 2.574], [-1.997, 2.472, -5.589], [-1.354, 6.084, 1.292], [-0.668, -4.867, -2.545], [-1.462, -4.030, -4.769], [3.699, 5.158, 3.501], [1.118, 3.211, 5.033], [3.656, -2.196, 0.416], [0.266, 3.235, -5.596], [5.475, 2.028, 3.234], [-4.205, 0.590, 5.013], [-1.322, 3.841, 2.313], [-0.146, -3.201, -0.783], [2.041, 1.897, 5.765], [-1.382, -5.790, 3.344], [-3.102, -2.088, 1.973], [-0.939, 6.351, -1.142], [-3.446, 1.810, 0.969], [1.891, 2.934, -4.003], [-3.354, -4.305, 3.053], [-0.191, 0.744, 3.507], [0.835, -5.025, 2.556], [2.232, -3.428, 1.511], [3.442, -0.567, 1.112], [2.757, -1.484, -1.702], [-5.041, 1.374, 2.814], [-0.487, 4.352, -2.523], [3.850, 4.317, 1.951], [-1.773, 0.269, 5.347], [2.562, 3.571, 5.992], [-2.776, 0.515, -4.544]],
  "mulliken_charge": [-0.742, -0.172, 0.339, -0.603, 1.169, 0.088, 1.351, 0.735, 0.402, 1.629, -0.566, -0.914, 0.125, -0.035, -0.665, 0.473, -0.832, -0.963, -0.473, -0.281, 0.533, 0.838, -1.020, 0.123, -0.806, -0.580, -1.893, 0.028, -0.851, 0.107, -0.943, -0.594, -0.422, -0.318, -0.920, -0.956, -0.334, 0.883, -1.165, 0.204, -0.245, -0.885, -0.664, -1.334, -0.761, -0.005, -1.175, -1.013, 0.531, 0.314, 0.546, 0.302, 0.381, 0.245, 0.427, 0.437, 0.469, 0.413, 0.330, 0.264, 0.543, 0.396, 0.300, 0.413, 0.579, 0.205, 0.315, 0.406, 0.467, 0.425, 0.452, 0.375, 0.442, 0.470, 0.430, 0.233, 0.104, 0.333, 0.409, 0.469, 0.305, 0.449, 0.348, 0.577],
  "relative_energy_ev": 0.5857,
  "e_lumo_ev": -0.139,
  "homo_energy_ev": -7.07,
  "total_energy_ha": -3087.68584,
  "homo_lumo_gap_ev": 6.930
}